12
Properties=species:S:1:pos:R:3:forces:R:3 method="wB97M-V/def2-TZVPD" e_above_lowest_kcal_mol=148.4 total_charge=0 multiplicity=1 e_tot_ha=-352.7784 e_homo_ev="-7.52 / -7.51" homo_lumo_gap_ev="6.38 / 6.37"
C 0.0061 -0.1958 0.8442 -2.6 0.2 0.6
N -0.3331 -1.5164 0.9149 0.4 1.4 -0.6
C 1.6109 0.3724 -1.0827 1.5 -1.9 1.5
N -0.5312 0.4138 -0.5223 0.3 -2.2 -0.4
N 0.4926 0.9479 -1.2170 -1.9 2.7 -1.7
N -1.7120 0.2503 -0.9115 1.5 0.4 1.2
N 0.2096 0.5442 1.8378 0.9 -0.2 -0.3
H -0.4441 -1.8616 1.8563 0.2 -0.5 -0.5
H -0.3245 -2.0041 0.0328 -0.1 -0.6 0.7
H -1.8064 0.6098 -1.8660 0.4 0.3 -0.1
H 0.3805 1.5203 1.6272 -0.3 0.0 -0.1
H 2.4515 0.9193 -1.5135 -0.4 0.4 -0.5